10
Properties=species:S:1:pos:R:3:forces:R:3:mulliken_charge:R:1 method="wB97M-V/def2-TZVPD" e_tot_ha=-682.86391 relative_energy_kcal_mol=33.4 total_charge=-1 mol_weight_g_mol=111.01 max_force_ev_per_a=4.94 orbital_gap_ev=7.7
O -1.784574 0.865378 0.525118 -1.022 -0.540 0.188 -0.66
P -0.778390 0.606828 -0.540315 0.568 1.023 1.120 0.53
O 0.118158 2.011287 -0.632378 3.787 -3.028 0.930 -0.56
C 0.614156 -0.914175 0.179507 0.167 1.203 -1.169 -0.01
O 1.520991 -0.179166 0.679593 -0.068 0.693 1.569 -0.80
O -0.174640 -1.839035 0.877830 1.020 -1.254 -3.467 -0.43
H -1.254358 0.807722 -1.841377 -0.638 -0.424 -0.701 -0.06
H 1.048864 1.541371 -0.285929 -2.610 1.791 -0.661 0.36
H 1.013843 -1.417323 -0.648118 -0.249 -1.320 -1.897 0.33
H -0.324051 -1.482887 1.686067 -0.955 1.856 4.088 0.29

---

10
Properties=species:S:1:pos:R:3:forces:R:3:mulliken_charge:R:1 method="wB97M-V/def2-TZVPD" e_tot_ha=-630.82963 relative_energy_kcal_mol=159.8 total_charge=0 mol_weight_g_mol=108.12 max_force_ev_per_a=2.98 orbital_gap_ev=11.6
O 3.485117 0.038695 -1.461990 -0.057 0.293 0.657 -0.47
C 3.338388 -0.084258 -0.300188 0.419 -0.591 -1.199 0.99
O 3.395090 -0.954930 0.689140 0.501 -2.362 -0.012 -0.23
O 3.147830 0.480530 0.865734 -0.416 2.631 0.649 -0.27
O 0.903130 -0.503253 -0.580913 0.451 -0.297 -0.548 -0.50
Si -0.065251 0.331231 0.453401 1.014 -1.417 1.526 0.56
H 1.023938 -0.044081 -1.431711 -0.129 -0.454 0.430 0.34
H -0.241062 -0.312724 1.820405 -0.086 -0.079 -1.018 -0.10
H -1.122756 0.659698 -0.339824 -2.756 0.320 -1.076 -0.15
H 0.481704 1.572284 0.726757 1.058 1.957 0.590 -0.17